# 1
{"formula": "C26H21AlAsCl5N2", "method": "wB97M-V/def2-TZVPD", "symbols": ["Al", "N", "C", "C", "N", "H", "H", "H", "H", "H", "H", "H", "H", "C", "C", "C", "C", "C", "C", "As", "C", "C", "C", "C", "C", "C", "C", "C", "C", "C", "C", "C", "H", "H", "H", "H", "H", "H", "H", "H", "H", "H", "H", "H", "H", "Cl", "C", "C", "C", "Cl", "C", "Cl", "C", "Cl", "C", "Cl"], "coordinates": [[1.1200, 1.3351, -0.2644], [2.0724, 1.5860, -2.0983], [2.3299, 3.0349, -2.4082], [1.8362, 3.9364, -1.2563], [0.6458, 3.3639, -0.6034], [2.9795, 1.0981, -1.9070], [1.7027, 1.1277, -2.9499], [1.7590, 3.2912, -3.3398], [3.4301, 3.1881, -2.5337], [1.6656, 4.9303, -1.5892], [2.6347, 3.9031, -0.4925], [-0.1391, 3.3764, -1.2676], [0.4233, 3.8328, 0.2666], [-3.0191, -1.2138, -4.3464], [-3.7297, -0.4714, -3.3587], [-3.0939, -0.1673, -2.1658], [-1.8222, -0.7172, -1.8305], [-1.1047, -1.3501, -2.8498], [-1.6824, -1.5156, -4.1205], [-0.9166, -0.0863, -0.2261], [-0.6333, -1.8602, 0.5060], [0.2679, -2.8380, 0.0845], [0.3274, -4.0330, 0.8063], [-0.5676, -4.3303, 1.8135], [-1.4728, -3.3204, 2.1751], [-1.4822, -2.0817, 1.5623], [-2.2693, -0.9692, 2.0233], [-3.0662, -0.8793, 3.1741], [-3.6263, 0.3327, 3.5339], [-3.4542, 1.4911, 2.7389], [-2.8965, 1.3573, 1.4745], [-2.2507, 0.1381, 1.1351], [-3.4210, -1.4525, -5.3312], [-4.7540, -0.1169, -3.5086], [-3.5356, 0.5203, -1.4594], [-0.0298, -1.6031, -2.7216], [-1.1473, -1.9914, -4.9300], [0.7699, -2.7661, -0.8868], [1.0131, -4.8141, 0.5192], [-0.5979, -5.3075, 2.3522], [-2.2189, -3.5773, 2.9206], [-3.2087, -1.7897, 3.7394], [-4.0274, 0.3926, 4.5714], [-3.8744, 2.4535, 3.0287], [-2.8372, 2.2269, 0.7880], [1.4332, 2.4816, 2.1726], [2.6300, 1.2207, 1.9133], [2.6175, 0.5862, 0.6524], [3.5908, -0.3950, 0.3631], [3.4862, -1.2557, -1.2071], [4.6293, -0.6525, 1.2393], [5.9917, -1.5468, 0.7145], [4.6357, -0.0733, 2.5236], [5.6039, -0.7155, 3.7418], [3.6504, 0.9289, 2.8096], [3.6328, 1.7575, 4.3089]], "mulliken_charge": [0.30, -0.16, -0.55, -0.60, -0.40, 0.28, 0.33, 0.36, 0.31, 0.53, 0.30, 0.34, 0.30, -0.48, -0.62, -0.21, 0.54, -0.13, -0.80, 0.92, 0.25, -0.11, -0.69, -0.84, -0.70, 0.73, 0.42, -0.57, -0.67, -0.87, -0.42, 0.12, 0.39, 0.39, 0.30, 0.25, 0.41, 0.19, 0.46, 0.40, 0.38, 0.42, 0.35, 0.43, 0.41, -0.21, 0.09, -0.48, 0.26, -0.11, 0.30, -0.15, 0.25, -0.11, 0.34, -0.16], "de_lowest_kj_mol": 0.0, "orbital_gap_ev": 7.644, "total_charge": 2, "homo_ev": -13.704}

***

# 2
{"formula": "C26H21AsCl5N3O2SV", "method": "wB97M-V/def2-TZVPD", "symbols": ["V", "C", "C", "N", "C", "C", "C", "C", "C", "C", "C", "C", "C", "N", "C", "H", "H", "H", "H", "H", "H", "H", "H", "Cl", "C", "C", "Cl", "C", "Cl", "C", "O", "C", "O", "C", "Cl", "C", "As", "C", "C", "S", "H", "H", "H", "H", "H", "H", "H", "H", "H", "Cl", "C", "C", "C", "C", "N", "C", "H", "H", "H", "H"], "coordinates": [[0.4286, 0.2536, -0.0988], [0.5007, -4.1185, -0.8620], [0.5722, -2.7269, -1.0083], [0.4436, -1.8995, 0.0128], [0.2364, -2.4162, 1.2452], [0.1515, -3.7908, 1.4864], [0.2909, -4.6509, 0.3830], [-0.0823, -4.2559, 2.8242], [-0.2281, -3.3863, 3.8447], [-0.1507, -1.9694, 3.6245], [-0.3072, -1.0261, 4.6531], [-0.2271, 0.3095, 4.3549], [0.0111, 0.7008, 3.0328], [0.1671, -0.1619, 2.0421], [0.0846, -1.4860, 2.3316], [0.6062, -4.7473, -1.7346], [0.7359, -2.2638, -1.9743], [0.2253, -5.7220, 0.5304], [-0.1468, -5.3232, 2.9955], [-0.4109, -3.7421, 4.8509], [-0.4928, -1.3652, 5.6649], [-0.3458, 1.0648, 5.1190], [0.0789, 1.7470, 2.7573], [-2.1630, -1.1633, -6.2370], [-2.0127, -0.7218, -4.5724], [-3.1375, -0.5935, -3.7763], [-4.7151, -0.8531, -4.4345], [-2.9894, -0.2547, -2.4242], [-4.3767, -0.0516, -1.4011], [-1.7390, -0.0477, -1.8531], [-1.5601, 0.2829, -0.5913], [-0.5793, -0.1423, -2.6850], [0.5871, 0.0949, -2.1330], [-0.7442, -0.4954, -4.0208], [0.6893, -0.6539, -4.9826], [-1.7617, 3.2575, -2.1789], [-1.3815, 3.4506, -0.3093], [-2.8245, 2.7039, 0.7155], [-1.5025, 5.3507, -0.0026], [0.5552, 2.8206, 0.2489], [-2.7658, 3.6287, -2.3826], [-1.6878, 2.2118, -2.4639], [-1.0237, 3.8396, -2.7279], [-3.7641, 3.1222, 0.3546], [-2.6750, 2.9687, 1.7613], [-2.8050, 1.6264, 0.5649], [-2.4863, 5.7124, -0.3000], [-0.7309, 5.8496, -0.5853], [-1.3377, 5.5488, 1.0545], [5.4860, -0.2156, -2.6763], [4.6868, 0.0852, -1.1734], [5.4173, 0.3493, -0.0295], [4.7204, 0.5861, 1.1440], [3.3389, 0.5443, 1.1222], [2.6406, 0.2855, 0.0134], [3.3025, 0.0635, -1.1266], [6.4979, 0.3716, -0.0624], [5.2416, 0.8031, 2.0656], [2.7603, 0.7275, 2.0188], [2.6984, -0.1161, -2.0091]], "mulliken_charge": [0.45, -1.17, -0.36, 0.63, -0.08, 0.94, -0.69, -0.92, -0.88, 0.90, -0.78, -1.01, -0.34, 0.59, 0.18, 0.45, 0.68, 0.43, 0.40, 0.41, 0.42, 0.44, 0.46, -0.22, 0.36, 0.18, -0.23, 0.54, -0.22, -0.70, -0.68, 0.38, -0.71, 0.13, -0.23, -0.71, 0.93, -0.92, -1.12, -0.70, 0.41, 0.01, 0.38, 0.42, 0.37, 0.13, 0.38, 0.37, 0.35, -0.22, -0.13, -0.17, -0.85, -0.15, 0.16, -0.61, 0.44, 0.41, 0.36, 0.74], "s_squared": 3.76, "de_lowest_kj_mol": 1.9, "orbital_gap_ev": [5.494, 5.957], "homo_ev": [-6.034, -6.586], "spin_multiplicity": 4}

***

# 3
{"formula": "C26H21AuN3PS2", "method": "wB97M-V/def2-TZVPD", "symbols": ["Au", "N", "C", "C", "C", "C", "C", "C", "P", "C", "C", "C", "C", "C", "C", "C", "C", "C", "C", "C", "C", "H", "H", "H", "H", "H", "H", "H", "H", "H", "H", "H", "H", "H", "H", "H", "H", "S", "C", "N", "C", "C", "C", "C", "C", "C", "H", "H", "H", "H", "H", "S", "C", "N"], "coordinates": [[0.7931, 1.3659, 0.3229], [-2.3537, 1.0320, 2.8317], [-1.9237, -0.1827, 3.1212], [-2.2585, -0.7212, 4.4070], [-1.8908, -1.9916, 4.7427], [-1.1847, -2.7669, 3.8151], [-0.8326, -2.2470, 2.5510], [-1.1671, -0.9729, 2.1778], [-0.7376, -0.3487, 0.5080], [0.0881, -1.7063, -0.3385], [1.3850, -2.0606, 0.0517], [2.0574, -3.0589, -0.6304], [1.4501, -3.6886, -1.7128], [0.1721, -3.3245, -2.1111], [-0.5159, -2.3320, -1.4265], [-2.3228, -0.0116, -0.2555], [-3.4325, -0.8192, 0.0134], [-4.6344, -0.5601, -0.6214], [-4.7345, 0.4978, -1.5199], [-3.6337, 1.2961, -1.7939], [-2.4243, 1.0413, -1.1649], [-2.8905, 1.5594, 3.5083], [-2.1383, 1.5147, 1.9635], [-2.8107, -0.0971, 5.0988], [-2.1453, -2.3968, 5.7119], [-0.9034, -3.7820, 4.0615], [-0.2885, -2.8841, 1.8666], [1.8673, -1.5610, 0.8864], [3.0553, -3.3432, -0.3249], [1.9802, -4.4645, -2.2484], [-0.2936, -3.8129, -2.9560], [-1.5129, -2.0502, -1.7399], [-3.3600, -1.6506, 0.7051], [-5.4952, -1.1830, -0.4198], [-5.6784, 0.6969, -2.0092], [-3.7103, 2.1197, -2.4905], [-1.5689, 1.6656, -1.3894], [4.1270, 4.4298, -0.5909], [2.7325, 3.7689, 0.1018], [2.4317, 2.5526, -0.2714], [3.3584, 2.0576, -1.1937], [3.3303, 0.8068, -1.8105], [4.3334, 0.5002, -2.7022], [5.3567, 1.4160, -2.9876], [5.3903, 2.6557, -2.3885], [4.3740, 2.9669, -1.4861], [2.1357, 4.3252, 0.8095], [2.5371, 0.0967, -1.5999], [4.3332, -0.4613, -3.1971], [6.1295, 1.1451, -3.6932], [6.1757, 3.3643, -2.6117], [-0.4193, 3.3175, 1.4483], [-0.9807, 3.9430, 0.0004], [-1.3514, 4.3436, -1.0188]], "mulliken_charge": [0.48, -0.11, 0.94, -0.78, -0.69, -0.84, -0.26, 0.39, 0.94, 0.37, -0.16, -0.78, -0.61, -0.72, -0.57, 0.35, -0.11, -0.76, -0.49, -0.82, -0.46, 0.28, -0.06, 0.42, 0.44, 0.47, 0.45, 0.57, 0.48, 0.45, 0.45, 0.43, 0.49, 0.45, 0.44, 0.46, 0.40, -0.13, -0.07, -0.23, 0.30, -0.28, -0.80, -0.53, -0.57, 0.70, 0.42, 0.20, 0.43, 0.41, 0.42, -0.37, 0.59, -0.40], "s_squared": 2.04, "orbital_gap_ev": [8.337, 4.906], "total_charge": 2, "homo_ev": [-14.172, -14.168], "spin_multiplicity": 3}

***

# 4
{"formula": "C26H21BCl2F2NORe", "method": "wB97M-V/def2-TZVPD", "symbols": ["Re", "C", "C", "C", "C", "C", "C", "C", "C", "C", "H", "H", "H", "H", "H", "H", "H", "H", "H", "H", "H", "H", "Cl", "C", "C", "C", "Cl", "C", "C", "C", "C", "N", "C", "C", "O", "H", "H", "H", "H", "F", "B", "F", "C", "C", "C", "C", "C", "C", "C", "C", "H", "H", "H", "H", "H"], "coordinates": [[-0.1457, 0.2527, -0.4609], [2.7459, 0.9810, 1.3879], [1.5881, 0.0230, 1.4467], [1.8043, -1.3428, 1.3769], [0.8004, -2.2899, 1.6930], [1.1513, -3.7463, 1.8012], [-0.4699, -1.8277, 1.8997], [-0.8055, -0.4459, 1.7562], [-2.1921, 0.0182, 2.1362], [0.2560, 0.4963, 1.7040], [3.2168, 1.0401, 2.3714], [2.4293, 1.9803, 1.0988], [3.4971, 0.6464, 0.6738], [2.8079, -1.6937, 1.1604], [1.6168, -3.9580, 2.7657], [1.8622, -4.0376, 1.0274], [0.2679, -4.3776, 1.7132], [-1.2584, -2.5219, 2.1707], [-2.3217, -0.0360, 3.2191], [-2.9618, -0.6043, 1.6787], [-2.3637, 1.0510, 1.8310], [0.0996, 1.5146, 2.0247], [1.9486, 0.4286, -5.1190], [1.2125, -0.8819, -4.3023], [1.2831, -2.1555, -4.9047], [0.6486, -3.2293, -4.3598], [0.7180, -4.7586, -5.1502], [-0.0831, -3.0929, -3.1525], [-0.8502, -4.1163, -2.5662], [-1.5705, -3.8584, -1.4304], [-1.4623, -2.6062, -0.8250], [-0.7077, -1.6333, -1.3114], [-0.0726, -1.8338, -2.5178], [0.5447, -0.7099, -3.1141], [0.3304, 0.4760, -2.4760], [1.8307, -2.2565, -5.8309], [-0.8853, -5.0879, -3.0394], [-2.2066, -4.6087, -0.9842], [-1.9965, -2.3874, 0.0849], [2.5471, 1.4181, -2.1137], [1.2789, 1.8657, -2.3022], [1.0534, 2.6812, -3.3453], [0.5429, 2.3113, -0.9367], [-0.0161, 2.9310, -0.0368], [-0.6784, 3.6876, 0.9728], [0.0397, 4.1620, 2.0762], [-0.6113, 4.8883, 3.0577], [-1.9710, 5.1455, 2.9432], [-2.6861, 4.6849, 1.8437], [-2.0458, 3.9606, 0.8558], [1.1022, 3.9681, 2.1466], [-0.0580, 5.2610, 3.9088], [-2.4759, 5.7170, 3.7105], [-3.7422, 4.9005, 1.7557], [-2.5860, 3.6075, -0.0130]], "mulliken_charge": [0.87, -1.59, 0.91, -1.00, 1.15, -1.75, -1.10, 1.35, -1.73, -1.64, 0.39, 0.18, 0.41, 0.52, 0.36, 0.41, 0.37, 0.51, 0.40, 0.35, 0.23, 1.50, -0.17, 0.62, -0.59, 0.54, -0.22, 0.35, -0.69, -1.04, -0.11, -0.24, 0.09, -0.21, -0.78, 0.50, 0.46, 0.47, 0.69, -0.30, 0.66, -0.28, -1.10, 0.76, 0.58, -0.22, -0.72, -0.44, -0.68, -0.32, 0.46, 0.43, 0.42, 0.44, 0.53], "s_squared": 3.79, "de_lowest_kj_mol": 45.2, "orbital_gap_ev": [7.172, 6.544], "total_charge": 1, "homo_ev": [-10.910, -10.817], "spin_multiplicity": 4}